# C5H13NO

A cluster of 2 separate species, C5H13NO in total in a non-equilibrium geometry (ωB97M-V with the def2-TZVPD basis set, the Open Molecules 2025 dataset).

SMILES string = C/C=C(\C)NC.O
M = 103.16 g mol⁻¹
E = -8931.7293 eV
HOMO energy = -7.8 eV
Frontier orbital gap = 8.560 eV

Each line ends with the Mulliken charge.
Cartesian coordinates (Å):
C  0.02523  -2.00964  -0.31086  -1.15
C  -0.52023  -0.60634  -0.11256  -0.28
C  -0.45615  0.37444  -1.02128  0.40
C  0.24094  0.19139  -2.35771  -1.21
N  -0.37499  1.72346  -0.54956  -0.36
C  0.65156  2.19422  0.36414  -0.70
H  1.03699  -1.87219  -0.69449  0.31
H  -0.00112  -2.46946  0.68387  0.22
H  -0.59373  -2.70662  -0.86848  0.30
H  -0.92889  -0.19584  0.81069  0.51
H  -0.46878  -0.29976  -3.03473  0.32
H  1.12476  -0.44564  -2.28067  0.25
H  0.62354  1.09608  -2.82269  0.38
H  -0.73391  2.38771  -1.21648  0.26
H  0.78516  1.42523  1.12383  0.22
H  1.60880  2.54666  -0.03732  0.24
H  0.18107  3.09862  0.79145  0.29
O  0.03827  -1.42826  3.16543  -0.60
H  0.63574  -2.12029  2.91620  0.31
H  -0.43444  -1.71674  3.95527  0.30


# C37H52AsGdN7OS

A structure of composition C37H52AsGdN7OS in a non-equilibrium geometry (ωB97M-V with the def2-TZVPD basis set, the Open Molecules 2025 dataset).

Charge = +1
M = 875.11 g mol⁻¹
E = -144193.4290 eV
Multiplicity = 8
HOMO energy (spin up / spin down) = -9.5 / -9.6 eV
Frontier orbital gap (spin up / spin down) = 5.716 / 7.251 eV
<S²> = 15.93

Each line ends with the Mulliken spin population.
Cartesian coordinates (Å):
Gd  -1.81535  0.87550  1.44131  7.34
N  -0.68307  -1.61526  1.73093  -0.02
C  -1.70943  -2.61638  2.18705  0.00
C  -2.64986  -2.06074  3.32144  0.01
N  -3.20288  -0.70408  3.03346  -0.04
C  -4.59389  -0.84362  2.47614  0.00
C  -4.63189  -1.23965  0.94805  0.00
N  -3.83604  -0.24536  0.11639  -0.04
C  -3.24051  0.08509  4.31335  0.00
C  -1.79919  0.59801  4.66604  0.00
N  -1.48543  1.68495  3.71106  -0.03
H  -0.25180  -1.84063  0.85244  0.00
H  0.06938  -1.54645  2.43104  0.00
H  -1.26473  -3.60412  2.45974  0.00
H  -2.33812  -2.81628  1.25647  0.00
H  -2.14285  -2.11259  4.29301  0.00
H  -3.45375  -2.79752  3.25882  0.00
H  -5.06967  0.13907  2.60997  0.00
H  -5.19131  -1.54168  3.10074  0.00
H  -5.70899  -1.22543  0.64042  0.00
H  -4.15808  -2.23086  0.89817  0.00
H  -4.40745  0.56118  -0.06657  0.00
H  -3.54355  -0.74454  -0.74791  0.00
H  -3.47718  -0.53641  5.19583  0.00
H  -4.00312  0.87643  4.31055  0.00
H  -1.13847  -0.23945  4.51155  0.00
H  -1.73285  0.93002  5.74283  0.00
H  -0.52567  2.00468  3.91414  0.00
H  -2.09609  2.53438  3.77532  0.00
O  -3.59069  -3.55864  -1.71561  0.00
C  -3.51804  -4.84671  -1.23105  0.00
C  -2.09061  -5.41249  -1.15859  0.00
C  -1.55556  -6.23708  -0.14055  0.00
C  -0.14549  -6.37412  -0.00519  0.00
C  0.58545  -5.89908  -1.12372  0.00
C  -0.05505  -5.25712  -2.17623  0.00
N  -1.36550  -5.00769  -2.20745  0.00
H  -2.83766  -3.45651  -2.35716  0.00
H  -4.07300  -5.54787  -1.84844  0.00
H  -3.98024  -4.86945  -0.21421  0.00
H  -2.30598  -6.59793  0.52332  0.00
H  0.30761  -6.74197  0.93298  0.00
H  1.66622  -6.10931  -1.29952  0.00
H  0.54539  -4.90670  -3.02957  0.00
S  -5.41529  3.64128  0.07862  -0.01
C  -4.13158  3.15255  0.86154  0.00
N  -3.18161  2.65601  1.41175  -0.02
C  4.56730  -2.79065  -3.00149  0.00
C  3.91084  -1.75231  -2.15530  0.00
C  3.40501  -0.54283  -2.68917  0.00
C  2.88210  0.44708  -1.86312  0.00
C  2.47074  1.66165  -2.69864  0.00
C  2.77472  0.22201  -0.52219  0.00
As  1.78996  1.52602  0.65422  0.00
N  -0.03896  1.50960  0.05270  -0.20
C  -0.60711  1.42800  -1.20359  0.02
C  -1.25427  2.49373  -1.93609  -0.02
C  -2.21084  2.19827  -2.91407  0.01
C  -2.64754  0.88793  -3.10565  -0.02
C  -1.77630  -0.11170  -2.75589  0.01
C  -0.74833  0.10358  -1.79576  0.00
C  2.48728  3.31653  0.10897  0.01
C  1.63885  4.41717  -0.08749  0.01
C  0.29625  4.50377  0.59596  0.00
C  2.14824  5.45912  -0.87770  0.00
C  3.52613  5.46692  -1.21077  0.00
C  4.06229  6.43330  -2.23038  0.00
C  4.40746  4.61775  -0.52579  0.00
C  3.86347  3.56704  0.20749  -0.01
C  4.78486  2.76871  1.00557  0.00
C  3.48495  -0.83532  0.10346  0.00
C  3.37658  -1.07611  1.59577  0.00
C  3.98559  -1.81406  -0.72509  0.00
H  5.06428  -3.53812  -2.33093  0.00
H  5.33745  -2.36773  -3.61546  0.00
H  3.84556  -3.30709  -3.66726  0.00
H  3.46463  -0.40208  -3.77034  0.00
H  3.29739  2.28648  -3.07341  0.00
H  1.82372  2.37525  -2.10081  0.00
H  2.05578  1.21828  -3.63429  0.00
H  -1.01047  3.55324  -1.71413  0.00
H  -2.77063  2.93474  -3.47543  0.00
H  -3.49430  0.61482  -3.72654  0.00
H  -1.85740  -1.11843  -3.11745  0.00
H  -0.03057  -0.64206  -1.42696  0.00
H  -0.32821  3.70686  0.16035  0.01
H  -0.12766  5.46334  0.38179  0.00
H  0.41576  4.42002  1.67074  0.00
H  1.38426  6.13204  -1.36065  0.00
H  4.70637  7.23034  -1.77694  0.00
H  3.20649  6.91732  -2.72080  0.00
H  4.59127  5.88639  -3.02564  0.00
H  5.48645  4.79334  -0.63320  0.00
H  5.72979  3.23081  1.07323  0.00
H  4.93630  1.82070  0.42022  0.00
H  4.39602  2.57508  2.01526  0.00
H  3.66455  -0.24336  2.23324  0.00
H  4.03989  -1.85360  1.93651  0.00
H  2.34569  -1.45446  1.81486  0.00
H  4.47177  -2.69279  -0.24465  0.00


Summary of relative energy (zero: lowest compared OMol25 entry of this formula, charge and spin) in kJ/mol
220.13, 172.57
(order as listed above)